{
  "formula": "C23H39F5N2O7S2",
  "method": "ωB97M-V with the def2-TZVPD basis set",
  "species": ["O", "S", "O", "C", "C", "C", "C", "C", "C", "O", "C", "C", "N", "S", "N", "C", "C", "F", "F", "C", "F", "F", "F", "H", "H", "H", "H", "H", "H", "H", "C", "C", "C", "O", "H", "H", "H", "H", "H", "H", "H", "H", "C", "C", "C", "O", "H", "H", "H", "H", "H", "H", "H", "H", "C", "C", "C", "O", "H", "H", "H", "H", "H", "H", "H", "H", "C", "C", "C", "O", "H", "H", "H", "H", "H", "H", "H", "H"],
  "xyz": [[-3.5281, 2.0647, 1.9820], [-1.9967, 2.3497, 2.2362], [-1.8811, 2.5680, 3.7930], [-1.0005, 0.7966, 1.7392], [0.6304, 0.9388, 1.6087], [1.6328, -0.3203, 1.1841], [3.2291, 0.0250, 1.0547], [4.0694, -1.4607, 0.5278], [3.9214, -1.7914, -1.1613], [5.2879, -1.2478, -0.4128], [0.9506, -1.7911, 0.8916], [-0.7094, -1.9412, 1.0216], [-1.5721, -3.1861, 0.7687], [-3.2336, -2.6540, 1.0233], [-3.2020, -0.9444, 1.4574], [-1.7070, -0.6613, 1.4238], [-1.4396, 3.8511, 1.2531], [-2.6641, 4.4866, 0.6363], [-0.5475, 3.4958, 0.0989], [-0.6038, 4.9694, 2.1552], [0.1588, 5.8320, 1.1919], [0.3979, 4.3697, 3.0693], [-1.6161, 5.7863, 2.8989], [1.1230, 1.9898, 1.8250], [3.7320, 0.2434, 2.1008], [3.4920, 0.8195, 0.2354], [4.0508, -2.4364, 1.3192], [3.0070, -1.0201, -1.1380], [4.4056, -1.2367, -2.0464], [1.5890, -2.7254, 0.5949], [2.9202, 8.7957, -1.4568], [2.0334, 7.7481, -2.1108], [0.5876, 8.2131, -2.1838], [2.1026, 6.5370, -1.3626], [2.5978, 8.9956, -0.4288], [3.9553, 8.4423, -1.3999], [2.9009, 9.7351, -2.0180], [2.4017, 7.5317, -3.1195], [0.1826, 8.3924, -1.1815], [-0.0410, 7.4441, -2.6455], [0.4985, 9.1351, -2.7668], [1.7774, 6.7196, -0.4654], [-0.2749, -6.0233, 3.4957], [0.9301, -6.1130, 2.5729], [2.1226, -6.7399, 3.2777], [1.2800, -4.8062, 2.1247], [-0.0550, -5.3970, 4.3676], [-1.1215, -5.5590, 2.9789], [-0.5788, -7.0149, 3.8455], [0.6728, -6.7051, 1.6879], [2.4273, -6.1390, 4.1419], [2.9859, -6.7867, 2.6054], [1.8904, -7.7529, 3.6210], [1.5102, -4.2734, 2.9040], [-2.5443, -8.5389, 1.2603], [-3.2916, -7.4682, 0.4814], [-3.9578, -8.0468, -0.7568], [-2.3798, -6.4443, 0.0921], [-1.7504, -8.9848, 0.6506], [-2.0597, -8.1057, 2.1418], [-3.2216, -9.3339, 1.5877], [-4.0485, -7.0059, 1.1245], [-3.2140, -8.4753, -1.4380], [-4.4814, -7.2626, -1.3140], [-4.6774, -8.8270, -0.4897], [-1.7041, -6.8457, -0.4793], [0.0645, 4.8040, -4.0849], [-0.8223, 3.7564, -4.7389], [-2.2681, 4.2214, -4.8119], [-0.7531, 2.5454, -3.9907], [-0.2579, 5.0040, -3.0569], [1.0995, 4.4506, -4.0280], [0.0452, 5.7435, -4.6461], [-0.4540, 3.5400, -5.7476], [-2.6731, 4.4008, -3.8096], [-2.8967, 3.4525, -5.2736], [-2.3572, 5.1434, -5.3949], [-1.0784, 2.7280, -3.0935]],
  "lowdin_charge": [-0.36, 0.87, -0.35, -0.15, 0.04, -0.12, -0.11, -0.16, -0.08, -0.21, 0.08, -0.17, -0.25, 0.90, -0.25, -0.21, -0.23, 0.01, -0.01, -0.16, 0.03, 0.04, 0.05, 0.11, 0.13, 0.13, 0.18, 0.05, 0.13, 0.10, -0.07, -0.50, -0.06, -0.07, 0.08, 0.08, 0.08, 0.14, 0.08, 0.06, 0.08, 0.07, -0.06, -0.50, -0.06, -0.08, 0.08, 0.07, 0.08, 0.14, 0.08, 0.08, 0.08, 0.09, -0.06, -0.50, -0.07, -0.08, 0.08, 0.06, 0.08, 0.14, 0.08, 0.08, 0.08, 0.09, -0.07, -0.50, -0.07, -0.06, 0.07, 0.09, 0.08, 0.14, 0.08, 0.08, 0.08, 0.09],
  "homo_energy_ev": -8.96,
  "lumo_ev": -2.2732,
  "mol_weight_g_mol": 614.70,
  "smiles": "O=S(=O)(c1cc(C[C@H]2CO2)cc2nsnc12)C(F)(F)C(F)(F)F.CC(C)O.CC(C)O.CC(C)O.CC(C)O",
  "gap_ev": 6.684
}

---

{
  "formula": "C2H4INO2",
  "method": "ωB97M-V with the def2-TZVPD basis set",
  "species": ["C", "N", "O", "H", "C", "O", "H", "H", "I", "H"],
  "xyz": [[-0.9854, 1.7391, -0.6496], [-0.2955, 2.1344, 0.1968], [0.6609, 2.5491, 0.7761], [-1.5860, 1.1656, -1.1794], [-0.2201, -1.6630, 0.3830], [-1.0826, -0.8780, 0.6041], [-0.0747, -2.1960, -0.7076], [0.5337, -2.1126, 1.2111], [3.0582, 0.1085, -0.0291], [2.2276, 1.5449, 0.0038]],
  "nbo_charge": [0.01, 0.21, -0.42, 0.23, 0.29, -0.52, 0.10, 0.12, -0.16, 0.14],
  "homo_energy_ev": -9.82,
  "lumo_ev": 0.5022,
  "mol_weight_g_mol": 200.96,
  "smiles": "C#[N+][O-].C=O.I",
  "gap_ev": 10.326
}

---

{
  "formula": "C16H32BCaClF9NO7S",
  "method": "ωB97M-V with the def2-TZVPD basis set",
  "species": ["C", "C", "C", "C", "C", "N", "S", "C", "C", "C", "Cl", "B", "O", "O", "H", "H", "H", "H", "H", "H", "H", "H", "H", "H", "H", "H", "H", "H", "H", "H", "O", "H", "O", "H", "H", "H", "C", "C", "O", "C", "H", "H", "H", "H", "H", "H", "C", "C", "C", "F", "F", "F", "F", "O", "C", "C", "F", "F", "F", "F", "H", "H", "H", "H", "O", "H", "H", "F", "Ca"],
  "xyz": [[7.2255, -0.4002, 0.1045], [6.3435, 0.3083, 0.4713], [5.2075, 1.0635, 0.9778], [4.1167, 1.1896, -0.1287], [2.7906, 1.0753, 0.5856], [1.5735, 1.5589, -0.0878], [1.4018, 1.1500, -1.8284], [0.4915, 1.0346, 0.8293], [0.0927, -0.3890, 0.4018], [-1.2256, -0.4001, -0.3683], [-0.1639, -1.3063, 1.9425], [1.5217, 3.1482, -0.0079], [2.2508, 3.7745, 0.9292], [0.7659, 3.7444, -0.9441], [8.0924, -0.9986, -0.0275], [5.5718, 2.0458, 1.2554], [4.8049, 0.5832, 1.8710], [4.2663, 0.3860, -0.8439], [4.2732, 2.1413, -0.6253], [2.7957, 1.4924, 1.6546], [2.5884, -0.0203, 0.7306], [1.2673, -0.1937, -1.8856], [-0.3765, 1.6839, 0.8355], [0.9104, 1.0405, 1.8343], [0.8800, -0.9011, -0.1633], [-2.0685, -0.4664, 0.3080], [-1.2677, -1.2195, -1.0746], [-1.3161, 0.5145, -0.9427], [1.8500, 3.6018, 1.8196], [-0.0280, 4.1271, -0.5437], [2.2301, 2.0735, 2.9360], [1.6424, 1.4694, 3.4074], [5.3014, 5.0537, 0.1782], [6.0831, 4.5102, 0.3407], [4.4696, 4.6122, 0.4274], [5.4055, 5.5266, -0.8197], [-1.4961, -3.3926, -3.2542], [-0.5609, -2.3557, -3.8114], [-0.2070, -1.3916, -3.1475], [-0.0831, -2.5495, -5.2196], [-1.7699, -3.1361, -2.2323], [-2.4027, -3.4388, -3.8578], [-1.0123, -4.3704, -3.2568], [-0.9333, -2.5620, -5.9024], [0.4594, -3.4924, -5.3027], [0.5796, -1.7339, -5.4985], [-5.1614, -1.0451, 1.5214], [-5.4129, -0.7747, 0.0266], [-6.6934, -0.0274, -0.3639], [-7.7952, -0.6778, 0.0295], [-6.7286, 0.0799, -1.7110], [-5.3062, -1.9310, -0.6557], [-4.3713, 0.0217, -0.4011], [-5.4988, -2.3077, 2.0565], [-6.7876, -2.5959, 2.4763], [-7.4606, -3.6704, 1.6122], [-7.4475, -3.3232, 0.3103], [-8.7401, -3.8051, 2.0012], [-7.5191, -1.4741, 2.5646], [-6.6823, -3.0942, 3.7208], [-4.0764, -1.0126, 1.6276], [-5.5401, -0.2325, 2.1427], [-6.6958, 0.9794, 0.0647], [-6.9426, -4.6252, 1.7256], [8.3241, 0.1708, 3.0170], [7.6530, 0.0036, 2.3481], [7.8996, 0.0417, 3.8704], [6.2701, 6.5029, -0.9613], [2.6577, -1.9104, 1.2591]],
  "nbo_charge": [-0.17, -0.09, -0.47, -0.45, -0.18, -0.61, 0.28, -0.30, -0.19, -0.65, -0.07, 1.32, -0.93, -0.89, 0.27, 0.27, 0.21, 0.21, 0.26, 0.37, -0.08, 0.14, 0.26, 0.29, 0.14, 0.25, 0.27, 0.25, 0.58, 0.54, -1.20, 0.42, -0.82, 0.53, 0.50, 0.55, -0.73, 0.65, -0.65, -0.73, 0.21, 0.27, 0.25, 0.26, 0.25, 0.24, -0.12, 0.60, 0.52, -0.31, -0.32, -0.31, -0.35, -0.52, 0.85, 0.50, -0.32, -0.31, -0.31, -0.31, 0.19, 0.22, 0.15, 0.15, -0.93, 0.46, 0.47, -0.76, 1.91],
  "homo_energy_ev": -13.41,
  "lumo_ev": -9.7515,
  "total_charge": 2,
  "mol_weight_g_mol": 639.82,
  "gap_ev": 3.659
}

---

{
  "formula": "C5H7CoO3",
  "method": "ωB97M-V with the def2-TZVPD basis set",
  "species": ["O", "C", "O", "Co", "O", "C", "H", "H", "H", "C", "C", "C", "H", "H", "H", "H"],
  "xyz": [[-1.7965, 1.8346, -1.2501], [-0.5763, 2.0608, -1.6203], [-0.2704, 2.0518, -2.8570], [1.2191, 0.9413, -2.4081], [0.4044, 1.7267, -0.8391], [0.3657, -0.0249, 1.8691], [0.7098, 1.0126, 1.7796], [-0.7125, 0.1747, 1.9424], [0.9244, -0.1247, 2.8100], [0.3707, -1.7079, 1.3720], [-0.0175, -1.9663, 0.0081], [-0.0531, -1.5774, -1.1704], [-0.3160, -2.2098, 2.0671], [1.3846, -2.0906, 1.5547], [0.4821, -0.8727, -1.7995], [-2.1184, 0.7717, -1.4586]],
  "nbo_charge": [-0.69, 1.00, -0.72, 1.55, -0.72, -0.66, 0.26, 0.21, 0.23, -0.48, 0.15, -0.31, 0.26, 0.26, 0.08, 0.57],
  "homo_energy_ev": [-13.59, -13.59],
  "lumo_ev": [-6.7807, -7.0181],
  "spin_multiplicity": 4,
  "total_charge": 1,
  "s2": 3.76,
  "mol_weight_g_mol": 174.04,
  "gap_ev": [6.807, 6.568]
}